Computed, not measured: the ion C9H23N2Si with charge +1, with the ωB97M-V functional and the def2-TZVPD basis.

```
! RIJCOSX wB97M-V def2-TZVPD def2/J DEFGRID3
* xyz 1 1
C 4.017 -0.127 -0.600
C 2.776 0.767 -0.601
N 2.173 0.653 0.671
C 0.975 0.356 0.983
C 0.639 -0.039 2.358
N -0.273 0.284 -0.040
C -0.440 1.537 -0.753
C -1.468 2.590 -0.275
Si -1.424 -1.039 -0.118
C -0.413 -2.564 -0.045
C -2.701 -0.677 1.218
C -2.434 -0.639 -1.728
H 4.737 0.196 0.142
H 3.806 -1.166 -0.430
H 4.571 0.162 -1.433
H 2.209 0.562 -1.440
H 3.156 1.852 -0.720
H 2.880 0.621 1.420
H 0.338 -1.102 2.382
H -0.271 0.488 2.765
H 1.603 -0.090 2.971
H -0.817 1.173 -1.712
H 0.521 1.940 -1.077
H -1.591 3.409 -0.968
H -2.438 2.218 -0.149
H -1.130 2.939 0.708
H -0.071 -2.788 -1.050
H 0.584 -2.378 0.514
H -1.078 -3.328 0.253
H -2.253 0.079 1.828
H -3.541 -0.288 0.801
H -3.080 -1.463 1.853
H -3.281 -1.259 -1.788
H -2.692 0.437 -1.710
H -1.981 -0.843 -2.728
*
```

energy relative to the best compared isomer or geometry (same formula, charge and spin) = 0.0 kJ/mol
E_HOMO = -12.77 eV
frontier orbital gap = 9.24 eV
structure (SMILES) = CC/[NH+]=C(/C)N(CC)[Si](C)(C)C
E = -20557.13448 eV
strongest force on any atom = 6.60 eV/A

---

Computed, not measured: the ion C9H23N2Si with charge +1, with the ωB97M-V functional and the def2-TZVPD basis.

```
! RIJCOSX wB97M-V def2-TZVPD def2/J DEFGRID3
* xyz 1 1
C -1.359 -2.367 1.953
C -1.227 -2.001 0.497
Si -1.346 -0.171 0.090
C -1.624 1.313 1.661
C -0.449 2.262 1.945
C -2.640 0.098 -1.308
C -2.089 0.001 -2.797
N 0.361 0.413 -0.578
C 1.447 0.136 0.140
N 2.666 0.223 -0.350
C 3.883 -0.256 0.361
C 2.953 0.668 -1.737
H -2.137 -1.731 2.564
H -1.739 -3.497 2.035
H -0.318 -2.448 2.393
H -2.217 -2.361 0.128
H -0.378 -2.418 -0.080
H -2.525 1.869 1.381
H -1.791 0.789 2.705
H 0.136 2.476 0.967
H -0.918 3.107 2.434
H 0.236 1.824 2.649
H -3.377 -0.601 -1.212
H -3.239 1.078 -1.185
H -1.315 0.790 -3.033
H -1.626 -1.065 -3.058
H -2.929 0.098 -3.463
H 0.358 0.610 -1.633
H 1.380 -0.025 1.170
H 4.422 -1.019 -0.274
H 4.714 0.507 0.507
H 3.588 -0.569 1.446
H 3.800 1.355 -1.835
H 3.238 -0.214 -2.336
H 2.063 1.125 -2.146
*
```

energy relative to the best compared isomer or geometry (same formula, charge and spin) = 24.9 kJ/mol
E_HOMO = -12.82 eV
frontier orbital gap = 9.88 eV
structure (SMILES) = CC[Si](CC)(CC)/[NH+]=C/N(C)C
E = -20556.87614 eV
strongest force on any atom = 3.89 eV/A

---

Computed, not measured: a structure of composition C9H23NSi, with the ωB97M-V functional and the def2-TZVPD basis.

```
! RIJCOSX wB97M-V def2-TZVPD def2/J DEFGRID3
* xyz 0 1
C -0.165 -2.437 -0.167
C -2.900 0.015 -1.044
C -1.219 2.383 1.049
C 3.287 -1.073 -0.085
C -0.913 -1.516 0.743
C -1.435 0.281 -1.172
C -0.862 0.909 1.287
C 2.057 -0.535 0.557
C -0.717 -0.064 0.112
N 1.065 -0.006 -0.388
Si 1.589 1.481 -1.117
H 0.637 -1.910 -0.694
H -0.820 -3.137 -0.653
H 0.518 -2.892 0.517
H -3.228 -1.115 -1.034
H -3.473 0.448 -1.985
H -3.414 0.562 -0.233
H -2.192 2.468 0.751
H -1.034 2.857 2.057
H -0.549 2.923 0.394
H 3.177 -2.095 -0.451
H 3.707 -0.476 -0.849
H 3.909 -1.229 0.759
H -2.005 -1.626 0.902
H -0.473 -1.444 1.718
H -1.237 1.337 -1.301
H -0.968 -0.199 -2.085
H -1.665 0.422 1.928
H 0.068 1.000 1.863
H 1.677 -1.374 1.140
H 2.332 0.335 1.244
H 0.501 2.195 -1.740
H 1.974 2.343 -0.094
H 2.774 1.168 -1.928
*
```

energy relative to the best compared isomer or geometry (same formula, charge and spin) = 318.3 kJ/mol
E_HOMO = -8.30 eV
frontier orbital gap = 9.18 eV
E = -19070.87978 eV
strongest force on any atom = 4.05 eV/A

---

Computed, not measured: a structure of composition C9H24AsO6P, with the ωB97M-V functional and the def2-TZVPD basis.

```
! RIJCOSX wB97M-V def2-TZVPD def2/J DEFGRID3
* xyz -2 1
C 4.497 -0.173 0.800
C 3.731 0.459 -0.358
O 3.698 1.826 -0.142
C 2.541 2.486 -0.710
As 1.279 3.202 0.768
O 0.218 3.959 2.192
C 0.913 4.888 -0.385
O 1.460 5.940 0.016
O 0.214 4.715 -1.399
P -0.617 1.996 -0.117
C -1.900 1.824 1.222
C -0.089 0.218 -0.342
C -1.243 -0.756 -0.668
H 5.372 0.443 0.980
H 3.847 -0.120 1.662
H 4.788 -1.197 0.586
H 2.737 0.009 -0.370
H 4.204 0.194 -1.316
H 2.911 3.361 -1.232
H 2.039 1.868 -1.457
H 1.581 1.901 1.667
H 2.558 3.861 1.421
H -0.047 3.250 2.785
H -2.492 0.920 1.087
H -1.472 1.763 2.229
H -2.592 2.652 1.180
H 0.446 -0.095 0.564
H 0.635 0.142 -1.141
H -2.221 -0.300 -0.571
H -1.149 -1.054 -1.707
H -1.142 -1.627 -0.042
C -2.849 -4.611 -0.100
C -4.271 -4.593 -0.619
O -4.307 -5.026 -1.984
O -2.017 -3.778 -0.881
H -2.808 -4.251 0.929
H -2.456 -5.639 -0.133
H -4.663 -3.577 -0.608
H -4.920 -5.234 -0.012
H -4.109 -5.966 -1.996
H -2.305 -3.878 -1.796
*
```

E_HOMO = 1.11 eV
frontier orbital gap = 2.35 eV
E = -92129.25702 eV
strongest force on any atom = 2.17 eV/A

---

Computed, not measured: a structure of composition C9H24ClI2MoN2P2S, with the ωB97M-V functional and the def2-TZVPD basis.

```
! RIJCOSX wB97M-V def2-TZVPD def2/J DEFGRID3
* xyz 3 3
I 3.467 2.379 -4.639
I 1.056 2.246 -5.877
Mo 0.399 -0.057 0.431
P 0.420 -2.211 -0.652
C 1.260 -2.483 -2.256
C 1.464 -3.214 0.497
H 1.468 -4.255 0.145
H -0.849 -4.273 -0.953
H 1.050 -3.170 1.514
H -1.644 -3.155 0.203
H 2.226 -1.970 -2.230
H 2.487 -2.814 0.491
C -1.104 -3.228 -0.746
H 1.413 -3.551 -2.442
H -1.739 -2.837 -1.546
H 0.648 -2.050 -3.052
P -0.566 2.116 0.835
C -0.122 3.578 -0.175
C -2.363 2.298 1.156
H -0.073 1.775 3.212
H -0.301 3.510 2.809
H 1.235 2.683 2.376
C 0.149 2.563 2.480
H -2.699 1.478 1.797
H -2.565 3.260 1.640
H -0.424 4.504 0.323
H -0.617 3.498 -1.147
H -2.898 2.245 0.203
H 0.961 3.576 -0.326
Cl -1.199 -0.918 1.878
S 2.484 0.151 1.195
C 2.431 -0.407 2.854
N 2.221 0.366 3.918
C 2.188 -0.401 5.147
C 2.479 -1.814 4.683
N 2.622 -1.677 3.244
H 2.019 1.372 3.904
H 1.208 -0.321 5.629
H 2.948 -0.043 5.844
H 1.663 -2.504 4.926
H 3.401 -2.201 5.120
H 2.787 -2.475 2.640
*
```

energy relative to the best compared isomer or geometry (same formula, charge and spin) = 102.9 kJ/mol
E_HOMO (spin up / spin down) = -15.26 / -15.26 eV
frontier orbital gap (spin up / spin down) = 2.57 / 2.96 eV
E = -72668.01440 eV
expectation value of S² = 2.035
strongest force on any atom = 3.62 eV/A

---

Computed, not measured: a structure of composition C9H24ErN3O2PS2, with the ωB97M-V functional and the def2-TZVPD basis.

```
! RIJCOSX wB97M-V def2-TZVPD def2/J DEFGRID3
* xyz 2 3
Er -0.243 -1.010 0.228
C -2.364 1.986 -2.976
C -2.285 0.720 -2.161
O -1.682 0.899 -0.829
P -0.243 1.622 -0.553
S -0.098 1.383 1.421
S 1.047 0.503 -1.587
O -0.330 3.094 -1.068
C -0.646 4.267 -0.244
C 0.609 4.841 0.359
H -2.952 1.768 -3.868
H -1.384 2.334 -3.295
H -2.868 2.780 -2.426
H -1.711 -0.051 -2.679
H -3.276 0.338 -1.930
H -1.381 3.978 0.506
H -1.109 4.959 -0.943
H 1.091 4.122 1.022
H 0.348 5.722 0.948
H 1.307 5.145 -0.419
C -3.960 -5.231 -0.708
C -3.566 -4.688 0.673
C -2.591 -3.615 0.564
N -1.829 -2.763 0.446
H -4.626 -6.080 -0.573
H -3.087 -5.566 -1.264
H -4.482 -4.474 -1.289
H -3.130 -5.464 1.306
H -4.427 -4.280 1.207
N 5.206 0.443 1.590
C 4.368 -0.805 1.754
C 2.933 -0.499 1.344
N 2.050 -1.678 1.370
H 6.180 0.277 1.858
H 4.854 1.209 2.170
H 5.204 0.768 0.620
H 4.457 -1.105 2.797
H 4.826 -1.568 1.125
H 2.905 -0.082 0.334
H 2.496 0.257 1.998
H 1.926 -2.009 2.324
H 2.464 -2.448 0.848
*
```

E_HOMO (spin up / spin down) = -14.00 / -10.68 eV
frontier orbital gap (spin up / spin down) = 8.19 / 4.88 eV
E = -76856.79584 eV
expectation value of S² = 2.209
strongest force on any atom = 1.26 eV/A